{
  "formula": "C5H9ClN4O",
  "method": "ωB97M-V/def2-TZVPD",
  "max_force_ha_per_bohr": 0.1040,
  "charge": 0,
  "e_tot_ha": -950.2817,
  "lumo_ev": 0.782,
  "homo_lumo_gap_ev": 10.95,
  "elements": ["C", "C", "Cl", "C", "C", "O", "N", "N", "C", "N", "N", "H", "H", "H", "H", "H", "H", "H", "H", "H"],
  "positions_angstrom": [[1.75414, 0.40667, -0.10472], [0.79610, -0.63473, -0.61138], [1.56518, -2.08346, -1.45029], [-0.35435, -1.32685, 0.47321], [-1.09572, -0.17816, 1.13096], [-1.64906, 0.83029, 0.37318], [-0.05216, 0.04323, -1.62855], [0.51105, 0.98688, -2.44196], [-0.48368, 1.23332, -3.33390], [-1.50446, 0.43329, -3.00221], [-1.20582, -0.25046, -1.98046], [2.73165, 0.54897, -0.75102], [2.16026, 0.05075, 0.85375], [1.24298, 1.30755, 0.06375], [0.19737, -1.76741, 1.30397], [-0.96810, -2.10247, -0.06891], [-1.73977, -0.80257, 1.75798], [-0.43552, 0.15608, 1.93799], [-2.43712, 0.55346, -0.13789], [-0.29811, 2.01768, -4.01914]]
}

=====

{
  "formula": "C2H3IO2",
  "method": "ωB97M-V/def2-TZVPD",
  "max_force_ha_per_bohr": 0.0583,
  "charge": 0,
  "e_tot_ha": -526.1200,
  "lumo_ev": 0.132,
  "homo_lumo_gap_ev": 9.91,
  "elements": ["O", "C", "I", "H", "C", "O", "H", "H"],
  "positions_angstrom": [[1.74299, 2.27033, 3.31356], [2.15448, 1.65655, 2.40905], [4.19287, 1.14609, 2.06707], [1.61821, 1.13338, 1.56989], [-0.28096, -1.07758, -0.63070], [0.78770, -0.49631, -0.43101], [-0.84222, -1.67997, 0.12058], [-0.61801, -1.40552, -1.69230]]
}

=====

{
  "formula": "C3H6O",
  "method": "ωB97M-V/def2-TZVPD",
  "max_force_ha_per_bohr": 0.0896,
  "charge": 0,
  "e_tot_ha": -193.0698,
  "lumo_ev": 1.167,
  "homo_lumo_gap_ev": 11.04,
  "elements": ["C", "C", "C", "O", "H", "H", "H", "H", "H", "H"],
  "positions_angstrom": [[-1.04438, 0.11811, 0.15810], [0.13694, -0.76160, -0.23723], [1.86603, 1.00014, -0.20291], [1.54432, 1.63116, 0.69252], [-0.77652, 0.94072, 0.82989], [-1.82513, -0.46966, 0.66392], [-1.51300, 0.55874, -0.71929], [0.48060, -1.30853, 0.64859], [-0.10198, -1.50514, -0.99083], [1.24542, -0.27706, -0.80655]]
}

=====

{
  "formula": "C8H14N2",
  "method": "ωB97M-V/def2-TZVPD",
  "max_force_ha_per_bohr": 0.1966,
  "charge": 0,
  "e_tot_ha": -422.6364,
  "lumo_ev": 0.613,
  "homo_lumo_gap_ev": 11.52,
  "elements": ["C", "C", "C", "C", "N", "H", "H", "H", "H", "H", "H", "H", "C", "C", "C", "C", "N", "H", "H", "H", "H", "H", "H", "H"],
  "positions_angstrom": [[1.59848, -0.72385, 1.06188], [0.48965, 0.06512, 1.84150], [0.75026, 1.56274, 1.79177], [0.90558, 2.17902, 0.48175], [0.94821, 2.71536, -0.55560], [2.56256, -0.64173, 1.56378], [1.72341, -0.20062, 0.11388], [1.37089, -1.71874, 0.67912], [0.39852, -0.30506, 2.86265], [-0.45217, -0.17097, 1.34620], [1.71354, 1.95650, 2.11603], [-0.02507, 2.22861, 2.17069], [-2.04318, 0.30889, -1.14330], [-0.83237, -0.38496, -0.54082], [-0.33785, -1.57949, -1.27047], [-0.20971, -1.31816, -2.64537], [-0.09567, -1.06761, -3.84063], [-2.95514, -0.28472, -1.20695], [-1.80030, 0.74479, -2.11237], [-2.28619, 1.21968, -0.59603], [-1.15129, -0.65148, 0.46683], [-0.01485, 0.33506, -0.50427], [-0.94515, -2.46961, -1.10624], [0.68789, -1.79865, -0.97393]]
}

=====

{
  "formula": "C20H48BrF12N4O16S4",
  "method": "ωB97M-V/def2-TZVPD",
  "max_force_ha_per_bohr": 0.0904,
  "charge": -1,
  "e_tot_ha": -7578.8538,
  "lumo_ev": 0.104,
  "homo_lumo_gap_ev": 5.90,
  "elements": ["C", "C", "C", "O", "C", "N", "H", "H", "H", "H", "H", "H", "H", "H", "H", "H", "H", "H", "C", "C", "C", "O", "C", "N", "H", "H", "H", "H", "H", "H", "H", "H", "H", "H", "H", "H", "C", "C", "C", "O", "C", "N", "H", "H", "H", "H", "H", "H", "H", "H", "H", "H", "H", "H", "C", "C", "C", "O", "C", "N", "H", "H", "H", "H", "H", "H", "H", "H", "H", "H", "H", "H", "C", "F", "F", "F", "S", "O", "O", "O", "C", "F", "F", "F", "S", "O", "O", "O", "C", "F", "F", "F", "S", "O", "O", "O", "C", "F", "F", "F", "S", "O", "O", "O", "Br"],
  "positions_angstrom": [[-0.36649, -2.43212, -5.15511], [-1.71955, -2.82441, -4.60853], [-1.70336, -3.58826, -3.30882], [-3.01079, -3.74357, -2.82323], [-3.02029, -4.29518, -1.52094], [-2.56861, -1.59509, -4.44208], [-2.00634, -0.94938, -3.86166], [-2.74517, -1.13529, -5.33812], [-3.48604, -1.70423, -3.99375], [0.13079, -1.61002, -4.63035], [-0.40536, -2.15922, -6.20898], [0.31899, -3.27310, -5.03069], [-2.15979, -3.42428, -5.40772], [-1.19081, -2.97545, -2.55470], [-1.22966, -4.55908, -3.47899], [-3.04289, -5.39326, -1.62115], [-3.98746, -4.13781, -1.04794], [-2.19804, -4.02587, -0.86117], [2.23118, 0.30288, -2.70952], [3.04465, 1.56815, -2.60956], [3.90240, 1.69598, -1.37385], [4.76613, 2.77375, -1.57165], [5.71253, 2.92080, -0.48775], [3.94867, 1.73061, -3.81772], [4.38289, 0.81423, -3.99726], [3.50344, 2.01678, -4.68795], [4.74521, 2.32972, -3.53748], [1.57791, 0.25956, -1.84132], [2.82466, -0.61347, -2.64842], [1.60831, 0.31205, -3.60244], [2.36967, 2.42343, -2.66595], [4.45033, 0.76172, -1.18436], [3.22086, 1.81947, -0.52573], [5.18634, 3.31647, 0.38166], [6.41633, 3.68395, -0.81069], [6.21035, 1.96631, -0.32228], [-5.65164, 4.39273, 3.79553], [-5.49620, 3.22589, 2.83838], [-4.84001, 3.66201, 1.53152], [-4.49383, 2.52566, 0.80851], [-3.40231, 2.76331, -0.09014], [-4.71759, 2.10033, 3.41907], [-4.87794, 1.35967, 2.69804], [-3.72062, 2.34379, 3.61504], [-5.13339, 1.77158, 4.29234], [-6.45469, 4.28784, 4.52881], [-5.87491, 5.30022, 3.23081], [-4.76309, 4.57985, 4.40590], [-6.50026, 2.85380, 2.63827], [-3.95248, 4.27159, 1.76517], [-5.51120, 4.34015, 0.98675], [-3.61872, 3.62714, -0.73022], [-3.33055, 1.90224, -0.74416], [-2.50362, 2.91817, 0.51200], [-0.40257, -1.21610, 1.50005], [0.90516, -0.78481, 0.87280], [1.30252, -1.51875, -0.38671], [2.44564, -0.93130, -0.99336], [3.76408, -1.27425, -0.55249], [0.78198, 0.65238, 0.43256], [1.67732, 0.88983, 0.01071], [0.01093, 0.76186, -0.22858], [0.52353, 1.28011, 1.21438], [-0.62973, -0.65490, 2.40558], [-0.28901, -2.26466, 1.77728], [-1.28906, -1.18116, 0.85896], [1.64505, -0.76919, 1.66857], [0.54387, -1.59834, -1.17193], [1.45765, -2.57945, -0.12701], [4.48086, -0.71358, -1.14716], [3.97940, -2.33468, -0.71434], [3.90998, -1.08634, 0.51562], [-1.06161, 4.79135, 2.50355], [-2.07720, 4.63898, 1.65179], [0.00305, 5.07670, 1.76156], [-1.32210, 5.81362, 3.28940], [-0.75983, 3.19407, 3.42809], [0.14990, 3.53245, 4.49582], [-2.07957, 2.81129, 3.90384], [-0.22792, 2.28781, 2.41616], [-5.23351, -1.37936, -0.22620], [-4.84327, -0.25877, -0.83378], [-5.64150, -2.26050, -1.13906], [-4.17330, -1.92368, 0.37918], [-6.55955, -1.04620, 1.05290], [-7.69092, -0.61583, 0.24556], [-6.73003, -2.33081, 1.69382], [-6.04045, 0.01665, 1.92458], [8.63051, -3.92287, -0.90321], [9.79542, -3.39439, -0.49400], [8.64768, -4.17060, -2.21389], [8.53142, -5.11639, -0.26810], [7.14665, -2.85211, -0.49787], [7.14520, -1.84844, -1.56916], [6.01669, -3.76553, -0.61101], [7.39240, -2.33005, 0.82683], [2.69955, -2.34176, 4.53583], [3.91706, -2.14726, 5.06098], [2.75547, -1.87722, 3.26665], [2.44102, -3.63930, 4.51122], [1.42872, -1.40609, 5.53494], [1.52891, -1.96754, 6.87211], [1.80685, -0.00327, 5.44894], [0.21006, -1.77394, 4.82146], [-1.49133, 1.04959, -2.39930]]
}

=====

{
  "formula": "C33H42N9PRhTe4",
  "method": "ωB97M-V/def2-TZVPD",
  "max_force_ha_per_bohr": 0.0530,
  "charge": -1,
  "e_tot_ha": -3299.6152,
  "lumo_ev": [0.854, 0.847],
  "homo_lumo_gap_ev": [4.62, 4.61],
  "elements": ["Rh", "C", "C", "C", "C", "N", "C", "N", "C", "N", "C", "N", "C", "C", "C", "C", "C", "N", "C", "C", "C", "C", "C", "C", "H", "H", "H", "H", "H", "H", "H", "H", "H", "H", "H", "H", "Te", "Te", "Te", "Te", "N", "P", "N", "C", "C", "C", "C", "C", "N", "C", "C", "C", "C", "C", "N", "C", "C", "C", "C", "C", "H", "H", "H", "H", "H", "H", "H", "H", "H", "H", "H", "H", "H", "H", "H", "H", "H", "H", "H", "H", "H", "H", "H", "H", "H", "H", "H", "H", "H", "H"],
  "positions_angstrom": [[1.07140, 1.10734, 1.07940], [-1.70136, 4.41211, 1.61306], [-0.86693, 5.51754, 1.76020], [0.41793, 5.32336, 2.20154], [0.89368, 4.01865, 2.43093], [0.07423, 2.95134, 2.28665], [-1.19442, 3.17107, 1.93453], [2.20744, 3.89868, 2.81627], [2.79993, 2.75127, 2.98595], [2.39770, 1.51990, 2.53797], [3.30723, 0.59094, 2.96732], [3.18234, -0.70164, 2.95457], [1.97697, -1.31610, 2.80728], [1.92123, -2.69429, 3.10875], [0.71235, -3.32981, 3.22809], [-0.45988, -2.59436, 3.04673], [-0.33699, -1.27290, 2.67971], [0.83134, -0.65645, 2.49948], [4.44054, 1.27506, 3.58722], [5.64468, 0.82227, 4.09760], [6.51068, 1.75662, 4.64301], [6.16924, 3.10797, 4.70142], [4.95675, 3.55994, 4.20315], [4.10635, 2.63231, 3.62881], [-2.71600, 4.51452, 1.25679], [-1.22471, 6.51083, 1.52463], [1.11102, 6.13716, 2.36096], [-1.82146, 2.28810, 1.88689], [2.86022, -3.20137, 3.28155], [0.66751, -4.38115, 3.48416], [-1.43681, -3.04131, 3.16594], [-1.22164, -0.66902, 2.52149], [5.89836, -0.22843, 4.04901], [7.46882, 1.44223, 5.03736], [6.86565, 3.81183, 5.13923], [4.68666, 4.60705, 4.24068], [2.81230, 0.65582, -1.14034], [4.01219, 0.28287, -3.55094], [0.68942, 4.07613, -2.07501], [2.15354, 3.02445, -0.16424], [-0.26703, 0.55506, -0.20152], [-0.98007, -0.34623, -1.21646], [-2.60313, -0.55611, -0.77673], [-3.67256, -1.02946, -1.63271], [-4.32783, -2.28803, -1.05833], [-4.79909, -2.03711, 0.37404], [-3.63105, -1.53160, 1.22302], [-3.04024, -0.28225, 0.57131], [-0.33656, -1.88128, -1.47327], [0.92731, -2.31143, -0.89530], [0.92724, -3.81921, -0.67707], [0.90958, -4.52959, -2.03951], [0.11697, -3.70484, -3.07037], [-0.94166, -2.84543, -2.38639], [-1.24673, 0.19189, -2.79466], [-2.05730, 1.39739, -2.94668], [-2.68979, 1.41042, -4.33718], [-1.58261, 1.39421, -5.39109], [-0.68947, 0.17186, -5.18099], [-0.15065, 0.17488, -3.75198], [-3.27176, -1.22244, -2.62526], [-4.44275, -0.24481, -1.72449], [-3.60253, -3.10514, -1.06199], [-5.16902, -2.58494, -1.69214], [-5.22174, -2.95082, 0.80091], [-5.58616, -1.27484, 0.36829], [-2.85366, -2.30034, 1.28060], [-3.97093, -1.30373, 2.23833], [-2.17763, 0.09534, 1.11861], [-3.81063, 0.50783, 0.56597], [1.08269, -1.77988, 0.03839], [1.77406, -2.07414, -1.55840], [0.05458, -4.09882, -0.08001], [1.81749, -4.09648, -0.11035], [0.47322, -5.52614, -1.93035], [1.93468, -4.65554, -2.39443], [-0.38130, -4.36752, -3.78155], [0.79812, -3.06376, -3.63431], [-1.62513, -3.51011, -1.83709], [-1.52660, -2.31003, -3.13599], [-1.43414, 2.29266, -2.83603], [-2.81808, 1.42466, -2.16665], [-3.31327, 2.30290, -4.44117], [-3.33092, 0.52961, -4.45407], [-0.97618, 2.29815, -5.27943], [-2.01106, 1.39365, -6.39722], [0.16591, 0.19339, -5.86102], [-1.26006, -0.74569, -5.36190], [0.47857, 1.06633, -3.63118], [0.47141, -0.70303, -3.57199]]
}